17
Properties=species:S:1:pos:R:3:mulliken_charge:R:1 method="wB97M-V/def2-TZVPD" e_tot_ha=-251.2293 de_lowest_kj_mol=107.7 charge=+1 lumo_ha=-0.1163 e_homo_ev=-15.026
C -0.9224 2.4507 0.8482 -0.554
O -1.2461 1.4240 -0.1339 -0.561
H -1.8281 3.0061 1.0875 0.322
H -0.2817 3.1864 0.3700 0.249
H -0.5722 1.9257 1.7229 0.211
H -2.1857 1.4332 -0.3511 0.311
C 1.0102 -1.4847 -1.5149 -0.801
N 0.1332 -0.9498 -0.4319 -0.148
C 0.6656 -1.2142 0.9202 -0.908
H 0.4638 -1.4828 -2.4493 0.341
H 1.2573 -2.5120 -1.3035 0.354
H 1.9037 -0.8706 -1.5451 0.350
H -0.0167 0.0674 -0.5551 0.369
H -0.8541 -1.2129 -0.4660 0.369
H 1.6664 -0.7972 1.0293 0.383
H 0.0625 -0.7003 1.6377 0.331
H 0.7441 -2.2689 1.1349 0.382

17
Properties=species:S:1:pos:R:3:mulliken_charge:R:1 method="wB97M-V/def2-TZVPD" e_tot_ha=-250.9573 de_lowest_kj_mol=821.9 charge=+1 lumo_ha=-0.3772 e_homo_ev=-14.831
C -1.9537 0.4721 -1.3706 -0.548
C -1.9283 1.8944 -0.8029 -0.826
N 1.2801 -1.2987 1.5647 -0.105
C 2.4290 -1.8726 0.9732 -0.645
H -1.1319 -0.1974 -0.9041 0.211
H -2.9330 0.0671 -1.1158 0.274
H -1.7965 0.4690 -2.4539 0.305
H -1.3816 1.8874 0.1356 0.279
H -1.3268 2.4798 -1.5044 0.257
H -2.8963 2.3735 -0.6595 0.345
H 1.2483 -1.1392 2.5722 0.326
H 2.1695 -2.1765 -0.0485 0.308
H 2.6503 -2.7980 1.5369 0.343
H 3.3291 -1.2347 1.0073 0.338
H 0.8589 -0.4795 1.0280 0.321
H 1.1067 1.0016 -0.1122 0.317
O 0.2762 0.5517 0.1541 -0.499

17
Properties=species:S:1:pos:R:3:mulliken_charge:R:1 method="wB97M-V/def2-TZVPD" e_tot_ha=-250.9767 de_lowest_kj_mol=771.1 charge=+1 lumo_ha=-0.3716 e_homo_ev=-15.373
C 1.1007 1.7140 1.1238 -0.560
C -0.3825 1.5503 1.3341 -0.750
N -1.1945 -1.4707 -0.8563 -0.148
C -0.1460 -2.4561 -0.7561 -0.627
H 1.3665 2.7706 1.2380 0.339
H 1.3357 1.4072 0.0573 0.199
H 1.6585 1.1372 1.8634 0.290
H -0.9520 2.1256 0.5800 0.290
H -0.6854 1.8530 2.3379 0.359
H -0.6985 0.5167 1.1245 0.176
H -2.0037 -1.7745 -1.4060 0.344
H -0.3866 -3.2301 -0.0119 0.334
H 0.0704 -2.9312 -1.7237 0.346
H 0.7505 -1.9539 -0.3883 0.288
H -0.7980 -0.5549 -1.2086 0.295
H 0.6518 0.8285 -2.0805 0.304
O 0.3130 0.4681 -1.2276 -0.478

17
Properties=species:S:1:pos:R:3:mulliken_charge:R:1 method="wB97M-V/def2-TZVPD" e_tot_ha=-250.7027 de_lowest_kj_mol=10.4 charge=+2 multiplicity=2 lumo_ha="-0.2848 / -0.5197" e_homo_ev="-21.519 / -21.475"
C 0.9269 -1.0493 2.6870 -0.750
N 0.9271 -1.5772 1.3025 -0.272
H 0.3284 -1.6991 3.3301 0.373
H 1.8928 -1.1315 3.1815 0.325
H 0.5224 -0.0463 2.7385 0.300
H 0.0382 -2.0426 1.0989 0.411
H 1.6511 -2.2783 1.1270 0.377
H 0.9508 -0.8686 0.5642 0.235
C -0.1977 0.9638 -1.9965 -0.003
O -0.2123 -0.3625 -1.5639 -0.213
C -1.3875 1.8340 -1.6647 -0.973
H 0.6915 1.3947 -1.5154 0.346
H -0.1128 0.9621 -3.1303 0.317
H -1.1529 -0.6097 -1.4656 0.422
H -1.2727 2.7213 -2.3073 0.352
H -2.3865 1.4050 -1.6765 0.411
H -1.2069 2.3842 -0.7095 0.344

18
Properties=species:S:1:pos:R:3:mulliken_charge:R:1 method="wB97M-V/def2-TZVPD" e_tot_ha=-326.2965 de_lowest_kj_mol=568.7 charge=+1 lumo_ha=-0.2230 e_homo_ev=-11.259
C -1.1578 -1.1434 1.9146 -0.950
C -0.9614 -0.2689 0.6672 0.466
C -1.5062 0.9566 0.3987 -0.945
N -0.5055 -1.1511 -0.5659 -0.326
H -1.5201 -2.1536 1.5516 0.351
H -0.1328 -1.3268 2.2990 0.344
H -1.9094 -0.7711 2.7019 0.306
H -1.0010 1.8985 0.4182 0.263
H -2.5269 0.8170 0.1261 0.311
H -1.2105 -1.2640 -1.3578 0.418
H -0.2465 -2.1307 -0.3417 0.439
H 0.4191 -0.8144 -1.0060 0.339
H 1.6351 0.6231 -1.6307 0.346
H 2.2422 -0.3528 -2.6542 0.350
O 1.4520 -0.1974 -2.0522 -0.685
H 1.8425 2.4601 0.4640 0.321
H 2.8356 2.7539 -0.5510 0.293
O 2.2516 2.0651 -0.3817 -0.642

19
Properties=species:S:1:pos:R:3:mulliken_charge:R:1 method="wB97M-V/def2-TZVPD" e_tot_ha=-401.7206 de_lowest_kj_mol=74.5 charge=+1 lumo_ha=-0.1221 e_homo_ev=-14.350
C -1.0505 1.1401 1.3834 -0.788
C 0.3988 0.9071 1.7196 -0.687
C 0.9286 -0.4681 1.4500 -0.147
O 0.4462 -1.1343 0.5891 -0.465
N -1.3226 1.5794 -0.0237 -0.211
H -1.4254 1.9455 1.9881 0.484
H -1.7015 0.3821 1.7324 0.387
H 0.4953 1.0123 2.8093 0.368
H 1.0863 1.6800 1.4884 0.434
H 1.6497 -0.9314 2.0410 0.537
H -0.8473 2.4752 -0.2050 0.397
H -2.3376 1.6677 -0.1020 0.392
H -0.9479 0.8709 -0.7783 0.300
H 0.8628 -2.4570 -0.8094 0.379
H 2.1807 -1.9917 -1.3059 0.311
O 1.3192 -2.2317 -1.6310 -0.669
H -1.0707 0.1455 -3.1485 0.335
H 0.1046 -0.5293 -2.2601 0.371
O -0.4941 0.2176 -2.3032 -0.728